Computed, not measured: 15 unconnected molecules or ions with the total composition C43H87N5O27, with ωB97M-V with the def2-TZVPD basis set.

Cartesian coordinates (Å):
C: -4.5378 7.7830 -0.5033
O: -3.5311 8.5163 -1.2157
H: -4.1174 7.4610 0.4494
H: -5.4117 8.4051 -0.3100
H: -4.8732 6.9105 -1.0641
H: -3.7596 9.4484 -1.1913
C: 0.6461 -8.4155 -3.5371
O: -0.3086 -9.4192 -3.2215
H: 1.6193 -8.7190 -3.1512
H: 0.7453 -8.3458 -4.6203
H: 0.2986 -7.4555 -3.1554
H: -0.2809 -9.5758 -2.2747
C: 2.0338 7.5260 1.2996
O: 3.2527 7.4234 0.6282
H: 2.2075 7.0624 2.2707
H: 1.7407 8.5645 1.4533
H: 1.1829 7.0370 0.8254
H: 3.9646 7.7694 1.1714
C: -8.5864 -2.2777 2.1325
O: -8.8783 -3.6839 2.1761
H: -8.7838 -1.9143 1.1240
H: -9.0520 -1.5629 2.8109
H: -7.5114 -2.1821 2.2852
H: -9.7002 -3.6995 1.6802
C: 5.4006 -5.4919 5.9853
C: 5.1051 -4.5317 4.8546
C: 5.9495 -4.8324 3.5946
O: 5.0261 -5.4704 2.7574
C: 3.7507 -5.3912 3.3006
O: 2.7474 -5.8092 2.7407
O: 3.8201 -4.6668 4.3668
H: 5.0188 -6.5091 5.8978
H: 4.7924 -5.1415 6.8192
H: 6.4484 -5.3883 6.2674
H: 5.3432 -3.5101 5.1507
H: 6.8851 -5.3526 3.7999
H: 6.3227 -3.8717 3.2397
C: 4.7192 -3.0502 -10.7793
C: 3.2587 -3.3968 -10.6096
C: 3.0934 -4.8673 -10.2438
O: 2.4545 -4.8247 -9.0271
C: 2.0754 -3.4953 -8.7025
O: 1.3942 -3.2412 -7.7040
O: 2.6414 -2.6980 -9.5391
H: 5.2571 -3.2156 -9.8458
H: 4.8347 -2.0639 -11.2288
H: 5.2738 -3.7717 -11.3793
H: 2.6784 -3.2414 -11.5191
H: 4.0802 -5.2970 -10.0715
H: 2.4881 -5.4177 -10.9641
C: 1.0512 -1.1858 -0.2222
C: 0.0937 -0.6857 0.8658
C: 0.4789 0.7312 1.3325
O: -0.7993 1.3550 1.3999
C: -1.7239 0.6587 0.7583
O: -2.8826 1.0231 0.4655
O: -1.1854 -0.4743 0.2941
H: 2.0585 -1.2948 0.1798
H: 1.0009 -0.6701 -1.1812
H: 0.7844 -2.1984 -0.5250
H: -0.0832 -1.4196 1.6520
H: 1.0674 1.2843 0.6004
H: 0.9473 0.6273 2.3112
C: 1.3551 0.9844 8.8762
C: 2.7824 1.0645 8.3549
C: 3.2295 2.4589 8.0004
O: 4.4404 2.6563 8.7250
C: 4.5680 1.6230 9.5774
O: 5.3921 1.5461 10.4572
O: 3.5974 0.6979 9.3758
H: 1.2559 1.6745 9.7141
H: 1.0419 0.0187 9.2730
H: 0.6775 1.3730 8.1160
H: 3.0752 0.3116 7.6232
H: 2.5212 3.2400 8.2767
H: 3.4083 2.4572 6.9252
C: -1.4136 -5.9930 7.9433
C: -2.4225 -5.6398 6.8370
C: -3.8373 -5.7228 7.2937
O: -4.3704 -4.4448 7.0015
C: -3.3446 -3.5905 6.6603
O: -3.5319 -2.4763 6.3421
O: -2.2460 -4.3148 6.4476
H: -1.5304 -5.3654 8.8269
H: -0.4050 -5.7174 7.6355
H: -1.3994 -7.0204 8.3072
H: -2.2818 -6.2825 5.9679
H: -3.9998 -5.9113 8.3549
H: -4.3512 -6.5231 6.7612
C: -4.5219 -3.3830 -4.2483
C: -5.3330 -4.3094 -5.1204
C: -4.6775 -5.1503 -6.1770
O: -5.3297 -6.3891 -6.1870
C: -6.1825 -6.4606 -5.0993
O: -6.8902 -7.4422 -4.8406
O: -5.9936 -5.3195 -4.3289
H: -5.1471 -3.0523 -3.4189
H: -4.3653 -2.4887 -4.8515
H: -3.5690 -3.7586 -3.8756
H: -6.1494 -3.8211 -5.6525
H: -3.6185 -5.3568 -6.0223
H: -4.6669 -4.5847 -7.1087
C: -0.1335 3.2364 -6.7300
O: 0.4980 3.3355 -7.7959
N: -0.0685 4.0195 -5.6707
C: -0.9986 3.9170 -4.4863
C: 0.8002 5.2241 -5.6255
H: -0.8832 2.4406 -6.5998
H: -1.4720 2.9370 -4.5457
H: -1.7006 4.7491 -4.5407
H: -0.4794 3.9600 -3.5289
H: 1.3505 5.4684 -6.5341
H: 0.3919 6.2127 -5.4153
H: 1.5335 5.1072 -4.8276
C: -5.4062 5.1482 5.1008
O: -6.5470 5.5412 4.8829
N: -4.4486 5.9784 5.4666
C: -3.1422 5.4918 5.6198
C: -4.6404 7.3745 5.7821
H: -5.0259 4.1376 4.8855
H: -2.7867 5.7486 6.6177
H: -2.4577 5.9951 4.9370
H: -3.0289 4.4186 5.4663
H: -5.6205 7.7590 5.4997
H: -4.4914 7.5617 6.8455
H: -3.9191 8.0229 5.2847
C: 6.4616 1.4254 -7.2019
O: 6.9262 2.3983 -7.8105
N: 7.1146 0.7427 -6.2321
C: 6.3681 -0.2965 -5.4731
C: 8.5514 0.9074 -5.9918
H: 5.4229 1.0720 -7.2938
H: 5.2794 -0.2435 -5.4611
H: 6.7170 -0.2302 -4.4426
H: 6.6846 -1.2842 -5.8083
H: 8.7432 1.0350 -4.9264
H: 9.0889 0.0009 -6.2704
H: 9.0910 1.7391 -6.4448
C: 7.8391 2.8593 1.4715
O: 7.3119 2.0561 2.1927
N: 9.1285 2.7755 1.1684
C: 9.6960 3.5252 0.0622
C: 10.0406 1.7857 1.7297
H: 7.4146 3.7344 0.9556
H: 10.2703 4.3966 0.3766
H: 8.9493 3.8697 -0.6532
H: 10.2741 2.7811 -0.4856
H: 9.7097 1.4647 2.7173
H: 10.1530 0.7945 1.2904
H: 11.0283 2.2457 1.6985
C: -12.0604 3.4596 0.1456
O: -13.1751 2.9467 0.0747
N: -11.0974 3.1489 -0.7095
C: -9.8820 3.8862 -0.9170
C: -11.1722 2.0097 -1.6752
H: -11.7119 4.2554 0.8219
H: -9.8867 4.2070 -1.9587
H: -9.0501 3.2027 -0.7472
H: -9.8562 4.7277 -0.2246
H: -12.0287 1.3473 -1.5504
H: -11.2394 2.5331 -2.6289
H: -10.2208 1.4889 -1.7833

Calculated values
HOMO-LUMO gap in eV: 8.71
Highest occupied orbital energy in eV: -9.09
Net charge: 0

These are the Mulliken partial charges, in e, on atoms 1 to 2:
1. C -0.45
2. O -0.51